Molecular formula: C22H18N4
Method: DFT, ωB97M-V with the def2-TZVPD basis set

**SMILES**: Cc1cccc(/C(N)=N/c2nc(-c3ccccn3)cc3ccccc23)c1

Geometry as XYZ:
```
44
Properties=species:S:1:pos:R:3:forces:R:3:nbo_charge:R:1
N 0.6803 0.1299 -0.6788 0.43 0.50 -0.62 -0.589
N -1.6526 0.5326 4.9226 0.39 0.14 -0.53 -0.417
N -0.4126 0.1729 1.4710 0.57 -0.52 -1.97 -0.554
C 0.0888 -0.8584 -1.2875 -0.35 1.15 1.08 0.467
C -2.5272 -0.0459 5.7476 0.14 -0.48 -0.32 0.034
C -1.5199 0.0543 3.6623 -0.84 -1.08 0.39 0.145
C -0.5154 0.6550 2.7086 0.37 2.19 1.34 0.238
C -3.2967 -1.1360 5.3589 -0.64 -0.64 -0.24 -0.254
C -2.3067 -1.0449 3.2378 0.05 -0.11 -0.16 -0.218
C -3.2264 -1.6847 4.0771 1.37 1.58 0.08 -0.177
C 2.1778 -1.0332 -4.4558 0.76 0.28 0.80 -0.209
C 1.7590 -0.7374 -3.1653 -1.54 -1.32 -0.24 -0.184
C 1.3801 -1.6838 -5.3432 -1.67 -0.05 -0.07 -0.207
C -0.3596 -1.7473 -3.6624 0.15 0.15 0.82 -0.241
C 2.8872 3.6373 0.3581 -1.07 -2.57 -0.96 -0.220
C 2.6575 4.1936 1.6158 -0.84 -1.16 0.04 -0.202
C 0.4960 -1.1542 -2.7109 0.34 0.24 -0.57 -0.002
C 0.0449 -1.9972 -4.9602 0.94 -0.38 -0.69 0.006
C 0.4468 0.7030 0.5745 -0.66 -1.98 0.01 0.404
C 2.1933 2.4405 0.0031 0.45 1.27 0.36 -0.173
C 0.2143 1.7816 3.0862 -0.66 -1.18 -0.22 -0.218
C 1.7871 3.5599 2.4761 0.51 1.17 0.46 -0.176
C 1.2487 1.8341 0.8854 0.79 0.66 -0.49 -0.042
C 1.0912 2.3903 2.1536 -0.44 0.03 0.76 -0.070
N -0.9529 -1.4871 -0.6886 -0.05 -0.70 -0.46 -0.809
C -0.8900 -2.6166 -5.9778 0.61 -0.58 0.46 -0.630
H -2.6140 0.2865 6.8021 0.25 0.14 -0.91 0.198
H -3.9832 -1.5766 6.0503 -0.26 -0.10 0.53 0.211
H -2.1853 -1.4259 2.2333 0.12 0.15 -0.04 0.212
H -3.7925 -2.5404 3.7186 0.00 0.21 0.30 0.223
H 3.1923 -0.8103 -4.7452 0.16 0.23 0.00 0.212
H 2.3959 -0.3112 -2.4650 1.11 0.87 1.02 0.226
H 1.7729 -1.8554 -6.3409 -0.34 -0.27 0.03 0.214
H -1.3694 -1.9979 -3.3627 -0.10 -0.09 -0.06 0.207
H 3.6019 4.0492 -0.3463 -0.12 0.06 0.12 0.217
H 3.1537 5.0800 1.9016 0.42 0.85 0.36 0.213
H 2.3345 1.9594 -0.9588 0.06 0.20 0.08 0.234
H 0.0904 2.1464 4.0906 0.06 0.25 0.13 0.235
H 1.6026 4.0167 3.4436 0.03 -0.14 0.02 0.209
H -1.2620 -2.3992 -1.0027 0.07 0.35 0.05 0.391
H -1.1123 -1.1901 0.2787 0.05 -0.17 -0.26 0.439
H -0.3044 -3.2276 -6.6897 -0.41 0.26 0.29 0.218
H -1.3569 -1.8132 -6.5144 -0.47 0.27 -0.47 0.222
H -1.6573 -3.2486 -5.5013 0.27 0.29 -0.24 0.216
```
Forces are in eV/Å.


Molecular formula: C6H8LiO6Ru
Method: DFT, ωB97M-V with the def2-TZVPD basis set

**Total charge**: +1
**Multiplicity**: 7

Geometry as XYZ:
```
22
Properties=species:S:1:pos:R:3:forces:R:3:mulliken_spin:R:1
Ru 1.3769 -0.4774 -0.0536 1.14 -0.03 -0.81 5.557
O -0.0771 1.0122 -0.3671 1.16 -0.52 -1.42 0.136
O -0.9636 1.2565 2.7074 0.40 -0.54 -1.77 0.015
C 0.0967 0.9176 3.6301 0.47 0.03 0.53 -0.001
C 0.6317 -0.3868 3.0730 0.23 -0.58 1.13 -0.029
O 0.0517 -0.4154 1.7423 -0.37 0.82 -0.01 -0.029
C -0.8946 0.5670 1.5830 -2.17 -0.78 3.27 -0.015
H 0.8410 1.7220 3.5977 -0.26 -0.17 0.09 0.005
H -0.3403 0.8270 4.6281 0.12 0.07 -0.26 0.000
H 0.2842 -1.3046 3.5579 -0.17 0.36 0.10 -0.002
H 1.7251 -0.4319 3.0857 -0.22 0.15 -0.59 0.034
Li -2.2909 0.5152 -0.0111 0.02 0.23 -0.30 -0.007
O -1.7142 0.6090 -1.8440 1.39 -1.15 0.88 0.032
O 0.4062 1.0155 -2.5422 0.30 -0.92 0.55 0.015
C 0.4880 0.0302 -3.5729 -0.72 0.06 -0.45 0.015
C 0.9265 -1.2805 -2.9037 0.61 -0.24 -1.19 0.005
O 0.4410 -1.2682 -1.5952 0.03 -0.77 0.51 0.258
C -0.4957 0.6747 -1.5774 -1.78 3.83 -1.30 -0.034
H -0.5124 -0.0873 -4.0133 0.32 0.08 -0.03 0.000
H 1.2014 0.3876 -4.3243 -0.24 -0.10 0.28 0.002
H 2.0291 -1.3611 -2.9510 -0.35 -0.03 0.33 0.019
H 0.5137 -2.1268 -3.4828 0.11 0.21 0.46 0.024
```
Forces are in eV/Å.


Energy above the lowest of the compared OMol25 structures with the same formula, charge and spin in kcal per mole, matching the order above: 19.1; 4.4